This record from OMol25 describes the molecule C17H22N4O2. The level of theory is ωB97M-V with the def2-TZVPD basis set.

```
45
Properties=species:S:1:pos:R:3:forces:R:3
H -6.086 0.840 0.044 0.01 0.01 -0.04
H -2.781 -0.763 1.592 0.09 -0.05 -0.06
H -4.326 1.076 1.748 -0.03 0.02 -0.04
H -0.110 0.589 1.558 0.12 0.03 0.01
C -5.876 -1.629 -0.768 -0.04 -0.18 0.10
H -6.843 -1.145 -0.609 0.05 0.02 -0.07
H 6.677 -2.426 -0.588 0.08 -0.02 -0.02
C -5.059 0.574 -0.215 0.09 0.12 0.23
C 0.366 1.270 0.853 -0.05 0.00 -0.21
H -5.093 -3.647 -0.543 0.06 -0.11 -0.01
C -3.523 -1.224 -0.368 0.14 -0.06 0.26
C 3.474 -2.354 0.491 0.08 0.02 -0.03
H -4.185 2.402 0.556 0.00 -0.15 0.07
C -4.100 1.325 0.706 -0.34 0.33 -0.17
C 4.712 -2.855 0.161 -0.12 -0.01 0.04
H -4.872 0.881 -1.260 -0.03 0.01 0.04
H 6.218 0.000 -0.878 0.07 0.04 -0.03
H 2.399 2.603 -0.043 0.10 -0.15 0.01
O 4.700 2.120 -0.753 0.12 0.03 -0.04
C 5.465 -0.673 -0.498 -0.01 0.05 0.00
H -6.055 -3.067 0.820 -0.02 -0.03 0.12
H 0.440 2.258 1.312 -0.05 0.01 0.05
C 3.205 -0.990 0.332 0.60 0.18 -0.27
C 1.726 0.736 0.530 -0.11 -0.21 0.22
H 2.692 -2.989 0.876 -0.09 -0.05 0.04
C 5.711 -2.017 -0.334 0.12 0.12 -0.06
H -3.282 -0.978 -1.420 0.00 -0.04 0.04
N -4.886 -0.857 -0.036 -0.01 0.08 -0.07
H -5.673 -1.625 -1.854 -0.06 0.07 0.04
C -5.967 -3.065 -0.263 0.01 0.24 -0.16
H -1.529 -0.788 0.336 0.01 0.04 0.04
C 4.215 -0.147 -0.168 -0.12 -0.41 0.12
N 1.961 -0.516 0.671 -0.65 -0.04 0.25
C 3.938 1.277 -0.334 -0.03 0.15 -0.04
C -0.470 1.372 -0.433 -0.13 0.19 0.07
C -2.550 -0.488 0.557 0.04 -0.37 -0.25
H -6.844 -3.547 -0.688 -0.05 -0.12 -0.05
H 4.915 -3.909 0.286 0.00 -0.08 0.01
N 2.645 1.624 0.050 0.00 0.21 -0.03
C -1.881 1.844 -0.103 0.48 0.00 -0.19
H -0.476 0.417 -0.958 0.05 -0.03 0.01
H -0.036 2.124 -1.094 -0.13 -0.07 0.00
N -2.733 0.937 0.420 -0.36 -0.14 0.20
H -3.398 -2.298 -0.227 0.04 0.00 -0.04
O -2.195 3.010 -0.261 0.05 0.34 -0.09
```
Positions in Å, forces in eV/Å.

## Properties
* multiplicity: 1
* frontier orbital gap: 9.322 eV
* ΔE to the lowest compared entry with this formula, charge and spin: 0.0000 eV
* SMILES string: CCN1CCN(C(=O)CCc2nc3ccccc3c(=O)[nH]2)CC1
* maximum force: 0.701 eV/A
* E_HOMO: -8.77 eV
* LUMO level: 0.0203 hartree

This record from OMol25 describes a structure of composition C17H22N9O8P2Pt in a non-equilibrium geometry. The level of theory is ωB97M-V with the def2-TZVPD basis set.

```
59
Properties=species:S:1:pos:R:3:forces:R:3
H -0.440 0.129 5.377 0.00 0.02 -0.01
C -0.343 -3.002 0.447 -0.18 -0.11 0.09
Pt -1.093 -0.408 -1.102 -1.18 -0.21 1.55
H 1.726 -3.781 3.001 0.01 -0.01 0.01
C 2.205 0.543 5.209 0.02 -0.03 0.06
H -0.312 0.461 -3.625 0.02 0.01 -0.02
H -1.217 4.196 -3.216 0.06 0.00 -0.03
N -0.421 -1.681 0.608 0.43 0.12 -0.89
O -2.156 -1.915 -1.920 -0.21 0.00 0.14
C -2.792 -1.485 -5.367 0.17 -0.06 -0.32
H 3.766 1.032 3.809 -0.01 -0.01 -0.02
H 3.713 2.089 5.223 0.01 -0.01 0.01
C -4.229 -2.535 -3.649 -0.22 -0.02 0.05
C 1.835 -1.176 3.574 0.00 0.12 -0.05
C -0.104 0.222 4.338 -0.04 -0.01 0.04
C -0.445 2.374 -2.637 0.09 0.00 -0.05
H -1.446 1.839 3.853 -0.02 -0.01 0.01
C -0.165 1.515 -3.863 -0.01 -0.01 0.00
N 1.092 -1.267 -1.944 0.30 -0.17 -0.05
H -1.809 2.527 -0.086 0.00 0.02 0.00
H -0.901 -3.413 -0.385 0.06 0.01 -0.04
H 0.463 -4.866 1.112 0.00 -0.01 -0.01
C 1.014 -4.199 -3.569 -0.04 -0.17 -0.14
O -2.566 0.822 -1.963 0.16 0.19 -0.39
C 1.097 -3.207 2.335 0.00 0.06 -0.09
H -0.677 -0.503 3.766 -0.01 0.01 0.02
O 1.901 1.265 -1.640 0.02 0.07 -0.07
N -2.630 -1.152 -6.455 -0.06 0.04 0.02
N 1.397 -3.648 -2.431 -0.15 -0.06 0.27
H 1.584 1.034 5.961 0.00 0.02 -0.02
O -2.279 3.058 -0.752 -0.04 -0.03 0.04
C -0.375 1.634 3.835 0.00 -0.01 -0.01
O 1.031 3.462 -0.702 0.05 0.08 -0.03
O -2.930 3.144 -3.159 -0.07 0.01 -0.06
O 2.983 -1.557 3.749 0.00 -0.06 0.05
C 3.101 1.548 4.500 0.02 0.00 0.00
H -0.020 1.769 2.812 -0.01 0.00 -0.02
H 0.194 -0.026 1.630 0.06 -0.01 -0.01
H -0.847 1.769 -4.678 -0.01 0.00 0.01
C 1.193 -2.403 -2.216 0.38 0.33 -0.24
P -2.241 2.291 -2.163 0.16 -0.07 0.13
N -0.270 3.834 -3.000 -0.04 0.11 -0.03
N -2.036 -1.667 -3.185 0.55 0.75 -0.99
P 0.661 2.103 -1.170 -0.07 -0.13 -0.12
N 0.721 -4.778 -4.528 -0.01 -0.01 -0.04
H 0.870 1.641 -4.191 0.00 -0.02 0.00
H 0.117 2.379 4.461 0.02 0.00 0.01
H 2.817 -0.205 5.714 -0.01 0.03 0.01
C 0.253 -1.106 1.600 -0.07 0.14 0.11
H 0.333 3.937 -3.813 0.03 0.03 0.04
O -0.206 1.249 -0.222 -0.03 -0.24 0.20
H 2.515 2.273 3.936 -0.01 0.01 0.00
C 0.409 -3.803 1.292 -0.04 0.08 0.08
C -2.997 -1.901 -4.019 -0.03 -0.52 0.88
H 0.171 4.283 -2.170 -0.07 -0.03 -0.02
N -5.214 -3.048 -3.355 0.01 0.00 0.01
C 1.004 -1.829 2.508 -0.02 -0.17 0.05
H 1.694 0.289 -1.768 0.00 -0.06 -0.02
N 1.304 -0.150 4.293 0.00 -0.03 -0.09
```
Positions in Å, forces in eV/Å.

## Properties
* multiplicity: 1
* frontier orbital gap: 7.515 eV
* ΔE to the lowest compared entry with this formula, charge and spin: 0.9944 eV
* maximum force: 1.958 eV/A
* E_HOMO: -5.48 eV
* LUMO level: 0.0748 hartree
* net charge: -1

This record from OMol25 describes a structure of composition C17H22NO5PtSi2. The level of theory is ωB97M-V with the def2-TZVPD basis set.

```
48
Properties=species:S:1:pos:R:3:forces:R:3
C -3.743 -0.027 1.065 0.03 0.03 0.03
H -1.362 -2.971 -1.249 0.02 0.00 0.02
O 6.615 -1.103 2.963 0.00 -0.02 -0.02
H -3.213 -0.871 -3.646 0.01 0.00 0.00
C 3.800 -0.943 0.673 -0.07 -0.14 -0.13
H -0.145 0.355 2.809 0.00 0.01 -0.01
H -1.201 1.718 2.415 -0.01 0.00 0.01
C -1.217 2.836 -0.409 -0.03 0.01 -0.04
H -0.550 -2.857 -2.820 0.04 -0.01 0.01
C -1.569 -2.177 1.491 -0.02 0.01 0.01
C 5.273 -0.622 0.978 0.13 0.01 -0.03
Si -1.910 -0.356 1.212 0.02 0.00 0.04
H -1.747 0.475 3.535 0.01 -0.01 0.00
H -3.954 1.026 0.865 0.00 0.00 0.00
O 3.195 -0.670 -0.333 -0.02 0.16 0.04
H -0.533 -0.196 -4.377 0.01 0.01 -0.01
H 0.320 -2.460 -1.364 0.01 0.00 0.03
H -4.208 -0.619 0.276 0.01 0.00 0.00
H -2.293 -2.819 0.985 0.01 0.01 -0.02
H 1.587 4.746 -0.625 0.00 0.00 0.01
H 2.611 2.458 -0.596 0.00 0.00 0.01
C 5.586 -1.211 2.381 -0.04 0.02 0.01
N 0.759 1.540 -0.474 0.01 -0.21 0.07
H -4.237 -0.284 2.005 0.00 0.00 0.00
O 6.006 -0.014 0.267 -0.04 -0.01 0.02
O 2.049 -2.051 1.907 0.00 0.02 -0.06
C 4.309 -1.928 2.901 0.06 -0.07 0.07
C 0.963 3.867 -0.555 0.04 -0.03 -0.01
O 4.206 -2.556 3.904 -0.02 0.05 -0.02
C -0.321 0.281 -3.417 -0.02 -0.02 0.02
H -3.414 0.541 -2.611 0.01 0.00 -0.01
H -0.568 -2.477 1.170 0.00 0.01 0.03
H -1.630 -2.394 2.560 -0.04 0.00 0.00
C -3.091 -0.503 -2.625 -0.01 -0.20 0.10
H -3.768 -1.069 -1.984 0.01 0.00 0.00
H -0.885 4.950 -0.482 0.00 0.00 0.00
H -2.295 2.896 -0.350 0.00 0.01 -0.01
C 1.544 2.615 -0.541 -0.03 0.08 0.02
Pt 0.924 -0.445 -0.374 0.06 0.10 0.05
C -0.584 1.606 -0.425 -0.04 0.04 -0.04
C -1.182 0.644 2.617 0.00 -0.02 -0.03
C -1.026 0.188 -0.382 0.22 -0.04 -0.25
H 0.760 0.267 -3.270 0.00 -0.01 0.01
H -0.641 1.323 -3.504 0.01 0.00 0.01
C -0.679 -2.371 -1.851 -0.01 0.06 -0.03
Si -1.305 -0.604 -2.092 -0.25 0.23 -0.04
C 3.192 -1.708 1.855 -0.02 -0.05 0.14
C -0.424 3.971 -0.480 -0.02 -0.01 0.01
```
Positions in Å, forces in eV/Å.

## Properties
* multiplicity: 1
* frontier orbital gap: 5.363 eV
* ΔE to the lowest compared entry with this formula, charge and spin: 0.9305 eV
* maximum force: 0.345 eV/A
* E_HOMO: -12.16 eV
* LUMO level: -0.2496 hartree
* net charge: +1

Q: Which of these has the highest maximum force?
A: C17H22N9O8P2Pt

Q: Number 2 is which compound?
A: C17H22N9O8P2Pt